[1]
Computed, not measured: a structure of composition C16H21BF3N9O3S2Tc, with wB97M-V/def2-TZVPD.

Geometry (Å):
Tc 0.159 0.258 -0.175
C -3.176 2.595 3.324
C -1.716 2.687 3.095
N -0.886 3.468 3.702
N 0.335 3.211 3.143
C 0.288 2.288 2.206
S 1.541 1.647 1.241
N -1.005 1.921 2.172
N -1.504 1.044 1.195
H -3.454 3.358 4.046
H -3.456 1.618 3.723
H -3.726 2.770 2.397
H 1.137 3.752 3.433
H -2.043 1.626 0.531
H -2.130 0.364 1.624
B -1.751 -2.530 0.501
N -0.300 -2.465 1.063
C 0.261 -3.355 1.868
C 1.465 -2.847 2.364
C 1.570 -1.597 1.810
N 0.489 -1.358 1.013
N -1.753 -1.982 -0.947
C -2.477 -2.412 -1.973
C -2.359 -1.513 -3.039
C -1.528 -0.527 -2.575
N -1.152 -0.821 -1.296
H -2.466 -1.832 1.200
H -2.110 -3.669 0.491
H -0.214 -4.306 2.060
H 2.151 -3.335 3.037
H 2.348 -0.863 1.926
H -3.042 -3.328 -1.901
H -2.823 -1.581 -4.009
H -1.171 0.365 -3.065
F -1.968 3.204 -3.398
C -1.024 3.903 -2.779
F 0.143 3.726 -3.398
F -1.333 5.173 -2.742
S -0.862 3.252 -1.058
O 0.074 4.063 -0.348
O -2.186 3.117 -0.499
O -0.323 1.861 -1.390
C 5.060 -1.317 -3.899
C 3.863 -0.970 -3.083
C 3.486 0.357 -2.865
C 2.422 0.649 -2.049
N 1.700 -0.319 -1.435
C 2.026 -1.607 -1.667
C 3.079 -1.956 -2.470
H 5.287 -0.544 -4.630
H 4.948 -2.276 -4.401
H 5.926 -1.404 -3.235
H 4.027 1.170 -3.331
H 2.118 1.673 -1.876
H 1.415 -2.367 -1.198
H 3.298 -3.004 -2.624

Its multiplicity is 4. The net charge is +2. Its HOMO energy (alpha / beta) is -15.4 / -15.5 eV. For the LUMO energy (alpha / beta), the calculation gives -6.6 / -8.7 eV. For the orbital gap (alpha / beta), the calculation gives 8.85 / 6.79 eV.

=====

[2]
Computed, not measured: the molecule C16H21BrN2O4, with wB97M-V/def2-TZVPD.

Geometry (Å):
C 3.072 0.493 3.969
C 2.142 -0.535 4.596
H 2.698 -1.261 5.193
H 1.386 -0.039 5.214
O 1.480 -1.313 3.593
C 0.419 -0.779 3.007
O -0.056 0.292 3.279
C -0.116 -1.690 1.904
N 0.148 -1.071 0.616
C 0.995 -1.694 -0.248
O 1.546 -2.738 0.029
C 1.185 -1.017 -1.599
N -0.057 -0.494 -2.126
C 0.139 0.473 -3.192
C -1.222 1.032 -3.607
O -2.085 0.009 -4.039
C -2.272 -0.942 -3.018
C -0.943 -1.554 -2.577
H -1.109 -2.251 -1.753
H -0.500 -2.110 -3.423
H -2.931 -1.709 -3.430
H -2.755 -0.466 -2.152
H -1.116 1.720 -4.447
H -1.666 1.561 -2.751
H 0.767 1.286 -2.821
H 0.627 0.016 -4.070
H 1.892 -0.191 -1.475
H 1.654 -1.760 -2.266
C -0.431 0.202 0.396
C 0.372 1.333 0.295
C -0.194 2.578 0.106
C -1.573 2.690 0.043
C -2.390 1.581 0.184
C -1.815 0.339 0.368
H -2.445 -0.531 0.475
H -3.463 1.690 0.151
Br -2.357 4.399 -0.239
H 0.426 3.457 0.021
H 1.445 1.238 0.372
H -1.192 -1.826 2.048
H 0.404 -2.650 1.923
H 3.622 1.010 4.749
H 3.776 0.001 3.302
H 2.494 1.221 3.404

The net charge is 0. Its HOMO energy is -8.4 eV. For the LUMO energy, the calculation gives 0.7 eV. For the orbital gap, the calculation gives 9.10 eV. The structure (SMILES) is CCOC(=O)CN(C(=O)CN1CCOCC1)c1ccc(Br)cc1.